{
  "formula": "C18H30NO3PW",
  "method": "ωB97M-V/def2-TZVPD",
  "elements": ["W", "P", "O", "O", "O", "N", "C", "C", "C", "C", "C", "C", "C", "C", "C", "C", "C", "C", "C", "C", "C", "C", "C", "C", "H", "H", "H", "H", "H", "H", "H", "H", "H", "H", "H", "H", "H", "H", "H", "H", "H", "H", "H", "H", "H", "H", "H", "H", "H", "H", "H", "H", "H", "H"],
  "positions_angstrom": [[0.718467, 0.107308, 0.349878], [-1.178489, 0.119010, -1.103173], [-0.867476, 1.529248, 2.731457], [1.922381, -2.014204, -1.719290], [-0.738096, -2.280380, 1.715463], [2.671002, 0.254614, 1.392871], [2.365544, 0.072843, 3.802391], [-1.522492, -1.278092, -2.236907], [3.508525, -1.713079, 2.606520], [2.873476, -0.474824, 2.645521], [3.669107, -2.403802, 3.817265], [2.527075, -0.629697, 5.009546], [-0.189905, -1.389936, 1.176631], [-2.739504, 2.293829, -0.175309], [0.398262, 0.899995, -3.316800], [1.495146, -1.178889, -0.997621], [-0.297649, 1.087576, 1.797723], [-1.869976, -2.584634, -1.532416], [-2.808821, 0.844862, -0.653711], [-2.604986, -0.916674, -3.259254], [3.202235, -1.855972, 5.007952], [0.537467, 2.284510, -1.172724], [-3.558906, -0.044096, 0.344377], [-0.381649, 1.441257, -2.106226], [3.357239, -2.378725, 5.955692], [-3.345458, 0.826683, -1.616991], [0.984440, 1.734286, -3.727152], [4.187285, -3.361915, 3.815770], [-0.567362, -1.425782, -2.759695], [-0.037915, 2.875350, -0.442215], [-3.007795, -0.161384, 1.289849], [1.183647, 2.933124, -1.780461], [-2.312502, 2.964432, -0.926433], [3.341650, 3.133913, -1.633475], [1.103742, 0.100885, -3.043542], [2.812187, 1.260904, 1.557758], [-2.638367, -1.710041, -4.019288], [-2.415791, 0.033818, -3.773838], [-3.771155, 2.620054, 0.009023], [1.410342, 1.740083, -0.662581], [-3.595907, -0.872468, -2.787488], [-0.274873, 0.517955, -4.094457], [-1.978633, -3.361601, -2.301978], [2.140969, -0.196322, 5.926867], [-4.518335, 0.442949, 0.572722], [-1.093571, -2.913001, -0.836108], [-2.817757, -2.520620, -0.987296], [-1.227067, 2.063866, -2.463602], [3.842977, -2.122828, 1.657406], [-2.179005, 2.387375, 0.762052], [2.890907, 3.282512, -2.211962], [3.360768, -0.040224, 0.697433], [-3.778396, -1.040323, -0.060072], [1.813003, 1.016273, 3.759900]],
  "atomic_forces_ev_per_a": [[0.70, 3.05, -1.22], [-2.82, -0.87, -1.24], [2.98, -2.43, -4.94], [-2.44, 4.59, 4.12], [2.64, 4.36, -2.50], [0.80, -0.40, 0.61], [-0.53, 0.09, 1.42], [0.21, -0.75, -0.48], [0.66, -1.98, 1.38], [-0.62, 1.09, -0.43], [0.65, -0.27, -2.43], [-1.08, 2.63, -1.10], [-4.03, -6.99, 3.70], [0.16, -0.04, -0.06], [-0.02, 0.04, 0.10], [3.57, -5.88, -5.78], [-3.88, 3.98, 6.48], [-0.14, -0.19, 0.27], [-0.59, 0.18, 0.74], [-0.21, 0.33, -0.04], [0.62, -1.26, 0.98], [-0.57, 0.60, -0.20], [-0.11, -0.22, -0.01], [1.79, 0.04, -0.17], [0.00, 0.05, -0.22], [0.33, -0.08, 0.08], [-0.16, -0.23, -0.07], [-0.12, 0.15, 0.05], [-0.11, 0.09, 0.01], [0.44, -0.09, -0.26], [-0.19, 0.08, -0.13], [-0.36, 0.01, 0.32], [-0.16, 0.04, 0.17], [-0.01, 0.09, -0.19], [-0.12, 0.33, -0.25], [0.16, -0.03, 0.07], [0.06, 0.19, 0.19], [-0.11, -0.20, 0.02], [0.26, 0.04, 0.03], [0.06, 0.07, -0.32], [0.22, -0.09, -0.20], [0.27, 0.13, 0.20], [0.03, 0.16, 0.24], [0.02, -0.12, 0.04], [0.25, -0.21, 0.00], [-0.02, -0.11, -0.11], [0.20, -0.13, -0.18], [0.22, -0.12, 0.51], [0.21, -0.14, 0.20], [-0.29, 0.16, -0.13], [0.44, 0.03, 0.08], [0.38, 0.10, 0.17], [-0.01, 0.33, 0.18], [0.35, -0.21, 0.31]],
  "total_charge": 4,
  "mol_weight_g_mol": 523.3,
  "homo_energy_ev": [-22.99, -23.08],
  "max_force_ha_per_bohr": 0.1747,
  "multiplicity": 3
}

***

{
  "formula": "C5H10ClO3",
  "method": "ωB97M-V/def2-TZVPD",
  "elements": ["Cl", "O", "O", "O", "C", "C", "C", "C", "C", "H", "H", "H", "H", "H", "H", "H", "H", "H", "H"],
  "positions_angstrom": [[2.441315, 0.562534, 1.018178], [-1.531276, -0.743289, 0.306166], [-3.186418, 0.647490, 0.562011], [1.188587, 0.066198, -1.322768], [-0.215055, -1.284567, 0.318754], [-0.925568, 1.527416, 0.888377], [0.601132, -1.177407, -1.072620], [2.430247, 0.302220, -0.799904], [-1.913838, 0.479271, 0.619008], [-3.829764, -0.058663, 0.324358], [0.055525, 0.965895, 0.921564], [0.495696, -0.832471, 1.012008], [3.224735, -0.518770, -1.022181], [-0.386734, -2.313386, 0.491495], [-1.269753, 2.273628, 0.140131], [-1.140973, 2.233003, 1.765242], [2.855486, 1.243841, -1.273304], [1.231118, -1.926691, -1.025276], [-0.124459, -1.446252, -1.851245]],
  "atomic_forces_ev_per_a": [[0.27, -0.03, -0.47], [-1.40, 1.93, 0.23], [-0.02, 1.29, 0.36], [-0.42, 0.20, 0.01], [2.59, 0.87, -1.81], [-1.10, 0.56, 0.99], [-5.16, 2.65, 0.99], [2.65, 0.04, -1.03], [0.02, -3.03, -0.32], [1.08, -0.10, 0.05], [-0.85, 1.97, -0.42], [-0.82, -0.21, 0.63], [-1.62, 1.04, 0.60], [-0.01, -1.00, 0.41], [1.40, -0.32, -0.56], [0.24, -1.68, -0.53], [-0.87, -1.07, 0.80], [3.73, -3.66, 0.27], [0.31, 0.56, -0.19]],
  "total_charge": 1,
  "mol_weight_g_mol": 153.6,
  "homo_energy_ev": -14.31,
  "max_force_ha_per_bohr": 0.1145,
  "de_lowest_ev": 0.0565
}

***

{
  "formula": "C6H16N2",
  "method": "ωB97M-V/def2-TZVPD",
  "elements": ["N", "N", "C", "C", "C", "C", "C", "C", "H", "H", "H", "H", "H", "H", "H", "H", "H", "H", "H", "H", "H", "H", "H", "H"],
  "positions_angstrom": [[0.676490, -0.805337, -1.622110], [0.649700, -2.646778, -0.153267], [-0.029023, -1.643634, -0.890825], [-0.075805, 1.065663, 1.021088], [1.379242, 1.062009, 1.472140], [-1.519682, -1.627310, -0.906727], [-0.831894, 2.276039, 1.551331], [0.281433, 0.236423, -2.384418], [1.898821, 0.183147, 1.099129], [-0.113225, 1.077846, -0.069751], [1.584160, -2.361349, 0.121084], [-1.914248, -2.197575, -0.071644], [-1.918056, -2.055467, -1.832026], [-1.867151, 2.255366, 1.218653], [0.123841, -2.918838, 0.676280], [-1.881358, -0.601324, -0.835208], [1.682669, -0.899561, -1.527367], [-0.821177, 2.292154, 2.639994], [-0.735582, 0.266884, -2.721677], [-0.375629, 3.196086, 1.191991], [1.445192, 1.061852, 2.557608], [1.033081, 0.685375, -3.003865], [-0.565707, 0.153959, 1.370044], [1.893910, 1.944367, 1.099543]],
  "atomic_forces_ev_per_a": [[-0.27, -1.05, 0.93], [-0.18, 0.02, 0.10], [0.27, 0.19, -0.07], [0.06, 0.13, 0.11], [-0.30, -0.02, -0.10], [0.56, 0.08, -0.19], [0.05, -0.21, -0.05], [-0.23, 0.73, -0.65], [0.16, -0.13, -0.03], [-0.02, -0.09, -0.06], [-0.10, -0.10, 0.08], [-0.04, -0.08, 0.09], [-0.02, 0.03, -0.06], [-0.12, 0.08, 0.00], [0.25, 0.14, -0.26], [-0.04, 0.14, 0.00], [-0.12, 0.00, -0.03], [-0.03, 0.07, 0.12], [-0.24, -0.10, -0.01], [0.02, 0.14, -0.02], [0.09, -0.01, 0.16], [0.20, 0.02, -0.02], [-0.04, -0.08, -0.01], [0.11, 0.10, -0.03]],
  "mol_weight_g_mol": 116.2,
  "homo_energy_ev": -5.85,
  "max_force_ha_per_bohr": 0.0277,
  "de_lowest_ev": 2.4748
}

***

Total energy, respectively: -37849.24154; -24003.15568; -9459.59956 eV.